# 1
Molecular formula: C17H33NO2P2Re
Method: DFT, ωB97M-V/def2-TZVPD

ORCA input file:
```
! wB97M-V def2-TZVPD RIJCOSX def2/J DEFGRID3
* xyz 0 4
Re -0.19903 0.06054 -0.04974
P -0.41116 -1.80916 -1.37623
P 0.04766 1.61546 1.71809
N 1.55237 -0.26790 0.05008
H -2.22263 0.16481 -1.59595
C -0.06474 -1.31836 -3.10317
H -0.28184 -2.16366 -3.76766
H 0.99402 -1.03974 -3.18745
H -0.67752 -0.45248 -3.38866
C -1.98973 -2.71955 -1.50989
H -1.92730 -3.43390 -2.34306
H -2.80862 -2.01388 -1.69744
H -2.19232 -3.25579 -0.57560
C 0.77602 -3.18160 -1.11909
H 0.48135 -4.04139 -1.73440
H 0.78650 -3.47029 -0.06107
H 1.78556 -2.85752 -1.40406
C 0.53822 3.19818 0.94808
H 0.60634 3.96622 1.72842
H -0.19774 3.49441 0.18910
H 1.51370 3.06740 0.46181
C -1.38744 2.05904 2.74616
H -1.12910 2.95373 3.32948
H -1.62594 1.23119 3.42435
H -2.25912 2.27427 2.11342
C 1.37646 1.29812 2.92511
H 1.32961 2.05933 3.71345
H 2.35226 1.34749 2.42271
H 1.24678 0.29906 3.35937
C 2.80332 -0.70046 0.32284
C 5.17918 -0.79620 -0.20929
C 3.91238 -0.30264 -0.48014
C 3.03769 -1.58613 1.41691
C 4.30855 -2.06769 1.67833
C 5.38394 -1.68255 0.86465
H 6.01841 -0.49105 -0.83784
H 3.70807 0.37812 -1.30601
H 2.17804 -1.88817 2.01349
H 4.45388 -2.74941 2.52172
H 6.38458 -2.06647 1.07170
C -2.17949 1.30611 -1.51509
O -0.85339 1.56642 -1.09482
C -2.36261 2.06347 -2.83384
H -3.42330 2.19611 -3.05907
H -1.89187 1.55873 -3.68191
H -1.91545 3.05984 -2.71832
C -3.23730 1.75630 -0.50847
H -2.99774 2.76538 -0.13863
H -3.36118 1.06596 0.32914
H -4.20050 1.79333 -1.02896
C -2.25998 -1.34353 1.79379
C -0.80200 -1.23366 1.44136
O 0.08233 -1.86068 2.03867
H -2.90260 -1.51875 0.91429
H -2.58740 -0.43223 2.31906
H -2.36891 -2.19347 2.48413
*
```

For the highest occupied orbital energy (spin up / spin down), the calculation gives -5.489 / -7.543 eV. As for the orbital gap (spin up / spin down): 6.15 / 7.14 eV. As for the expectation value of S²: 3.7899. For the energy relative to the best compared isomer or geometry (same formula, charge and spin), the calculation gives 0.0 kJ/mol. The value obtained for the LUMO energy (spin up / spin down) is 0.66 / -0.40 eV.

# 2
Molecular formula: C25H48CuNO9S3
Method: DFT, ωB97M-V/def2-TZVPD

ORCA input file:
```
! wB97M-V def2-TZVPD RIJCOSX def2/J DEFGRID3
* xyz 0 1
Cu -0.39839 -0.02402 0.05495
C -1.64131 -1.80338 -1.80798
C -2.89345 -1.64015 -0.97641
C -3.08921 -2.95127 -0.22111
C -4.07682 -2.83985 0.92995
C -3.47536 -1.83303 1.90138
C -3.47421 -0.45999 1.22438
N -2.72941 -0.51042 -0.04633
O -2.57503 0.71123 -0.70839
C -2.62973 0.43908 2.12832
C -4.91091 0.08333 1.10302
C -4.08118 -1.45823 -1.93875
H -1.32898 -0.83104 -2.19226
H -1.76320 -2.47982 -2.65866
H -0.81839 -2.17276 -1.18636
H -2.14072 -3.19901 0.29116
H -3.21584 -3.85904 -0.81928
H -4.30147 -3.80827 1.39100
H -5.06526 -2.49954 0.60033
H -2.48715 -2.18275 2.20686
H -4.09956 -1.79462 2.79974
H -3.10100 0.53178 3.12159
H -2.47638 1.45067 1.76063
H -1.68970 -0.07746 2.32923
H -5.23422 0.11346 0.06866
H -4.98055 1.08706 1.52963
H -5.61285 -0.48987 1.71533
H -4.25838 -2.35975 -2.53195
H -3.89140 -0.64168 -2.63795
H -4.99489 -1.20798 -1.40266
C 2.40555 2.09877 3.92535
C 1.69129 1.57287 5.15073
C 0.95977 0.27193 4.82870
S 1.61449 -0.28443 3.25482
O 0.66231 0.06942 2.23965
O 2.09751 -1.63576 3.33343
C 2.99060 0.85609 3.24963
H 3.19699 2.82284 4.11795
H 1.71055 2.59838 3.24589
H 1.06513 2.29224 5.68758
H 2.40238 1.38780 5.96741
H -0.12950 0.25255 4.80998
H 1.17669 -0.48048 5.59027
H 3.36852 0.98072 2.23989
H 3.69910 0.39810 3.94178
C 2.86351 -4.76929 -0.15368
C 2.16551 -4.28410 -1.43273
C 2.53736 -2.82728 -1.64966
S 2.45281 -2.12141 -0.00375
O 1.09572 -1.69798 0.24826
O 3.52640 -1.19419 0.26076
C 2.71112 -3.67377 0.90088
H 3.91062 -4.94346 -0.39657
H 2.38480 -5.69214 0.16740
H 1.07652 -4.39195 -1.40392
H 2.41885 -4.86270 -2.32466
H 1.87206 -2.24212 -2.28297
H 3.56808 -2.72788 -1.99347
H 1.82847 -3.72810 1.53084
H 3.63844 -3.53096 1.44769
C 3.07576 4.54034 -0.48234
C 2.00098 4.72345 -1.55535
C 0.67577 4.73870 -0.82018
S 0.84295 3.52788 0.52020
O 0.23301 2.27860 0.17214
O 0.54095 4.18789 1.76076
C 2.63236 3.35922 0.35018
H 3.12743 5.47040 0.08749
H 4.07384 4.36181 -0.88334
H 2.00988 3.97337 -2.34939
H 2.15991 5.66793 -2.08193
H -0.22396 4.56567 -1.40209
H 0.58365 5.66204 -0.24539
H 2.73784 2.39771 -0.15836
H 3.08431 3.27608 1.33621
O 0.84081 0.44750 -2.08686
C 0.50836 0.62362 -3.22155
O 0.78919 -0.26208 -4.20099
C 0.47419 0.25121 -5.50118
C 0.19593 1.75609 -5.31876
C -0.12474 1.85692 -3.81835
H -0.38236 -0.27078 -5.92278
H 1.34088 0.07821 -6.13679
H -0.73752 1.96611 -5.84576
H 0.95448 2.42392 -5.71163
H -1.19423 1.80432 -3.60392
H 0.25358 2.78746 -3.40562
*
```

For the highest occupied orbital energy, the calculation gives -4.700 eV. As for the orbital gap: 5.07 eV. For the energy relative to the best compared isomer or geometry (same formula, charge and spin), the calculation gives 0.0 kJ/mol. The value obtained for the LUMO energy is 0.37 eV.

# 3
Molecular formula: C2H6ClNO
Method: DFT, ωB97M-V/def2-TZVPD

ORCA input file:
```
! wB97M-V def2-TZVPD RIJCOSX def2/J DEFGRID3
* xyz 0 1
C 0.13445 -1.29974 0.14112
N 0.49515 0.02122 0.44220
Cl 2.52152 0.40103 -0.13862
C -0.28867 1.02025 -0.33172
O -1.47281 1.24851 0.30192
H -0.50695 -1.60198 0.92628
H -0.43088 -1.45426 -0.82664
H 1.05278 -1.84142 -0.06853
H 0.40514 1.97355 -0.45511
H -0.61313 0.46354 -1.30466
H -1.29659 1.06930 1.31375
*
```

For the highest occupied orbital energy (spin up / spin down), the calculation gives -10.193 / -10.192 eV. As for the orbital gap (spin up / spin down): 8.83 / 8.83 eV. The SMILES is CN(Cl)CO. For the energy relative to the best compared isomer or geometry (same formula, charge and spin), the calculation gives 322.8 kJ/mol. The value obtained for the LUMO energy (spin up / spin down) is -1.36 / -1.36 eV.

# 4
Molecular formula: C32H35BIIrN2O4Si
Method: DFT, ωB97M-V/def2-TZVPD

ORCA input file:
```
! wB97M-V def2-TZVPD RIJCOSX def2/J DEFGRID3
* xyz 0 1
Ir -0.35100 1.24704 -0.51835
C 4.23210 0.83304 0.07135
C 3.75730 2.18414 -0.34785
N 4.67410 3.12444 -0.51735
C 4.29250 4.31784 -0.93965
C 2.99220 4.63954 -1.28235
C 2.68950 6.03064 -1.77975
O 2.18770 6.06364 -3.10515
C 1.96310 3.66334 -1.13095
C 0.66250 4.00314 -1.54995
N -0.49620 3.37644 -1.30655
C -1.68150 4.01514 -1.47655
C -1.77820 5.42464 -1.61355
C -2.97300 6.06684 -1.81285
C -4.16420 5.35504 -1.86835
C -4.12910 3.98554 -1.65725
C -2.92340 3.34624 -1.46665
I -2.96370 1.22734 -0.95105
C 2.37400 2.39424 -0.57475
O 1.59110 1.39814 -0.29135
H 5.30520 0.86814 0.22945
H 3.99500 0.09884 -0.69765
H 3.72950 0.51724 0.98315
H 5.08810 5.04714 -1.02095
H 3.59060 6.65574 -1.70855
H 1.90960 6.49684 -1.16775
H 2.84310 5.66854 -3.69225
H 0.60040 4.90034 -2.15275
H -0.88320 6.02044 -1.53055
H -2.98240 7.14254 -1.89905
H -5.09920 5.85694 -2.05415
H -5.04520 3.41834 -1.63385
C -1.64630 2.99434 2.49045
Si -0.39780 1.63864 1.91075
C 1.28090 2.18094 2.67175
C -0.89040 -0.05506 2.67715
C -0.80200 -0.25106 4.05205
C -1.11590 -1.47266 4.62155
C -1.52330 -2.52736 3.82075
C -1.61790 -2.35176 2.45145
C -1.30700 -1.12666 1.89345
H -1.59480 3.10024 3.57035
H -2.67320 2.76104 2.22905
H -1.40400 3.95904 2.05415
H 1.20350 2.29654 3.74875
H 1.60190 3.13224 2.25795
H 2.06170 1.45654 2.46935
H -0.48000 0.56114 4.68765
H -1.04290 -1.60776 5.69225
H -1.76460 -3.48286 4.26325
H -1.92940 -3.16656 1.81385
H -1.38610 -1.00546 0.82215
C 0.06370 -7.30676 -1.79375
C -0.74360 -6.55676 -0.72295
C -0.51370 -7.23146 0.63695
C -2.23210 -6.68386 -1.05765
C -0.25290 -5.11176 -0.71935
C 1.04780 -4.85186 -0.27975
C 1.62720 -3.59596 -0.31935
C 0.86840 -2.56766 -0.83595
O 1.16110 -1.25306 -0.98795
B 0.00810 -0.63586 -1.45825
O -0.98900 -1.60626 -1.64315
C -0.44670 -2.79636 -1.25155
C -1.02130 -4.05296 -1.20365
H -0.26010 -8.34256 -1.85915
H 1.12410 -7.29536 -1.55815
H -0.07380 -6.84056 -2.76615
H -0.89120 -8.25136 0.60475
H -1.03450 -6.69896 1.42865
H 0.53950 -7.28086 0.89415
H -2.52280 -7.73146 -1.00955
H -2.44460 -6.32866 -2.06205
H -2.84420 -6.13346 -0.34735
H 1.65010 -5.66086 0.10065
H 2.63430 -3.42916 0.02655
H -2.03360 -4.17716 -1.55045
*
```

For the highest occupied orbital energy (spin up / spin down), the calculation gives -7.068 / -7.273 eV. As for the orbital gap (spin up / spin down): 6.06 / 6.28 eV. For the energy relative to the best compared isomer or geometry (same formula, charge and spin), the calculation gives 366.7 kJ/mol. The value obtained for the LUMO energy (spin up / spin down) is -1.01 / -0.99 eV.

# 5
Molecular formula: C20H60Cr2O11
Method: DFT, ωB97M-V/def2-TZVPD

ORCA input file:
```
! wB97M-V def2-TZVPD RIJCOSX def2/J DEFGRID3
* xyz 2 9
Cr 0.60672 1.58747 -3.18431
Cr -2.56416 0.84704 -2.53472
C -0.04025 0.95129 0.94858
C -0.28989 0.06062 -0.26168
O -0.58456 0.70277 -1.48406
H 0.90760 1.47240 0.79583
H 0.10979 0.31098 1.81739
H -0.84057 1.66839 1.12463
H -1.01461 -0.73493 -0.04166
H 0.60945 -0.55897 -0.38053
O -1.35219 1.81139 -3.97667
H -1.59817 2.72878 -3.79513
C -2.25951 -5.24745 -0.43636
C -2.49102 -3.80234 -0.80569
O -2.35291 -3.67051 -2.23507
H -1.47779 -5.76367 -1.00204
H -3.15036 -5.81980 -0.69531
H -1.90552 -5.38243 0.58581
H -1.77554 -3.12891 -0.32059
H -3.47520 -3.43719 -0.50080
H -2.42787 -2.73744 -2.44285
C -2.04168 4.80429 -1.40208
C -2.71469 3.68136 -0.64902
O -3.24059 2.69064 -1.55575
H -1.17020 4.43185 -1.93282
H -1.79998 5.64273 -0.74853
H -2.75762 5.24933 -2.10182
H -3.52776 4.00634 -0.00065
H -1.95907 3.27382 0.02428
H -4.08927 3.02570 -1.87785
C 4.48577 -0.28865 -1.74849
C 3.08676 0.28841 -1.50104
O 2.60790 0.97346 -2.66879
H 4.80628 -0.79450 -0.83890
H 5.24670 0.45852 -1.98072
H 4.39930 -0.99651 -2.57155
H 3.03162 0.87039 -0.57659
H 2.39396 -0.54015 -1.34310
H 3.36200 1.48723 -2.99648
C 1.52555 2.52887 4.12526
C 0.28844 3.37612 4.39725
O -0.24697 3.02322 5.66179
H 2.16507 3.03752 3.39923
H 1.17565 1.56884 3.74911
H 2.16311 2.44492 5.00312
H -0.45084 3.23570 3.59769
H 0.56306 4.43624 4.44836
H -0.86427 3.69723 5.95755
C -2.92520 0.93793 2.93151
C -3.98424 0.43589 3.89994
O -5.12513 0.07774 3.09946
H -2.07373 1.28077 3.52666
H -3.29463 1.87065 2.49363
H -2.67076 0.22522 2.15067
H -4.22597 1.26668 4.56804
H -3.72350 -0.46937 4.44998
H -5.72058 -0.43928 3.65079
C 0.87684 -3.65795 -0.88158
C 2.37903 -3.51331 -0.81945
O 2.93205 -4.71892 -1.31828
H 0.44927 -4.36162 -0.16245
H 0.49389 -3.97570 -1.85088
H 0.35513 -2.73483 -0.60386
H 2.78095 -3.21133 0.15031
H 2.62054 -2.71113 -1.54168
H 3.85587 -4.78564 -1.05475
C -0.06370 -2.12521 3.84691
C 0.29503 -3.20282 2.84848
O -0.22034 -4.43169 3.28188
H -1.14831 -2.09523 3.96603
H 0.34022 -1.14452 3.59512
H 0.36306 -2.38577 4.81726
H 1.39071 -3.22127 2.78277
H -0.09321 -2.92660 1.85720
H 0.25698 -5.20025 2.96537
C 1.55129 -2.69509 -4.46789
C 0.44927 -1.83085 -3.83803
O 0.63929 -0.43652 -4.14607
H 1.62765 -2.62900 -5.55525
H 1.24604 -3.71505 -4.22552
H 2.55546 -2.49793 -4.08952
H 0.34263 -1.93571 -2.76143
H -0.46395 -2.16607 -4.34313
H 1.11366 -0.38601 -4.98526
C 2.78487 3.99286 -0.57656
C 1.29633 3.91939 -0.88011
O 1.13956 3.57538 -2.28524
H 3.39962 3.15588 -0.89815
H 2.97837 4.24901 0.46582
H 3.19731 4.84540 -1.12823
H 0.77502 4.86840 -0.74950
H 0.71232 3.17463 -0.34497
H 1.46333 4.25832 -2.88423
*
```

For the highest occupied orbital energy (spin up / spin down), the calculation gives -14.019 / -14.019 eV. As for the orbital gap (spin up / spin down): 6.52 / 6.91 eV. As for the expectation value of S²: 20.0266. For the energy relative to the best compared isomer or geometry (same formula, charge and spin), the calculation gives 0.0 kJ/mol. The value obtained for the LUMO energy (spin up / spin down) is -7.49 / -7.11 eV.

# 6
Molecular formula: C4H12
Method: DFT, ωB97M-V/def2-TZVPD

ORCA input file:
```
! wB97M-V def2-TZVPD RIJCOSX def2/J DEFGRID3
* xyz 0 1
C -0.08326 -0.66336 2.29749
C -1.03205 -0.15402 1.15731
H 0.99486 -0.50973 2.01257
H -0.33607 -0.18447 3.22362
H -0.26413 -1.60622 2.77298
H -1.20218 0.84271 1.08557
H -0.60601 -0.34009 0.16375
H -1.98304 -0.70911 1.28950
C 0.43717 1.16727 -1.75169
C 0.75893 -0.28428 -1.76273
H 0.65426 1.69736 -0.84411
H 0.80692 1.57583 -2.63631
H -0.69855 1.26810 -1.71091
H 0.18826 -0.81388 -2.68659
H 1.85977 -0.54400 -1.84180
H 0.50512 -0.74211 -0.76863
*
```

For the highest occupied orbital energy, the calculation gives -11.058 eV. As for the orbital gap: 12.20 eV. The SMILES is CC.CC. For the energy relative to the best compared isomer or geometry (same formula, charge and spin), the calculation gives 132.8 kJ/mol. The value obtained for the LUMO energy is 1.15 eV.

# 7
Molecular formula: C13H18Si
Method: DFT, ωB97M-V/def2-TZVPD

ORCA input file:
```
! wB97M-V def2-TZVPD RIJCOSX def2/J DEFGRID3
* xyz 0 1
C 3.44496 -0.66400 0.02689
C 3.44496 0.65764 0.00319
C 1.41942 -1.85682 -0.59220
C 1.41695 1.87266 -0.61030
C 0.38017 -1.24882 -1.14439
C 0.37191 1.26406 -1.15078
C 2.14956 -1.21768 0.57096
C 2.15756 1.23217 0.54392
C 1.44099 0.01389 1.04438
C -0.16526 0.00655 -0.61387
C -3.10556 0.91269 -1.13255
C -1.99849 0.87738 1.76493
C -2.49645 -1.81492 0.23595
Si -1.93013 -0.00090 0.07425
H 4.22684 -1.31231 -0.33151
H 4.22626 1.28888 -0.38440
H 1.82229 -2.78235 -0.98003
H 1.81653 2.79978 -0.99883
H -0.12642 -1.70200 -1.98738
H -0.14792 1.71217 -1.98874
H 2.31272 -1.96598 1.35486
H 2.34062 1.98501 1.31980
H 0.91106 0.02908 1.97852
H -4.14928 0.73222 -0.88476
H -2.94076 1.98724 -1.09943
H -2.95419 0.58842 -2.16052
H -3.02335 0.97133 2.11816
H -1.43934 0.32881 2.51922
H -1.57545 1.87759 1.70046
H -2.58887 -2.28668 -0.73732
H -1.78094 -2.39324 0.81243
H -3.46039 -1.89190 0.72908
*
```

For the highest occupied orbital energy, the calculation gives -8.007 eV. As for the orbital gap: 8.90 eV. For the energy relative to the best compared isomer or geometry (same formula, charge and spin), the calculation gives 197.1 kJ/mol. The value obtained for the LUMO energy is 0.89 eV.

# 8
Molecular formula: C5H14
Method: DFT, ωB97M-V/def2-TZVPD

ORCA input file:
```
! wB97M-V def2-TZVPD RIJCOSX def2/J DEFGRID3
* xyz 0 1
C -1.67493 -2.06720 0.60282
C -1.73408 -0.72947 -0.19517
C -0.59527 -0.65075 -1.21233
H -2.57913 -2.66043 0.55219
H -1.41570 -1.79369 1.62627
H -0.85356 -2.65714 0.20271
H -2.67532 -0.64656 -0.74946
H -1.78448 0.11346 0.49079
H -0.57145 -1.47672 -1.92361
H -0.72383 0.23843 -1.83842
H 0.38155 -0.55027 -0.74299
C 2.46076 1.77088 -0.12985
C 1.34464 1.61679 0.90839
H 2.19613 1.21235 -1.03079
H 2.52317 2.82439 -0.37500
H 3.34869 1.25193 0.22302
H 1.48474 2.18566 1.83338
H 0.34457 1.80544 0.54210
H 1.37120 0.62150 1.37296
*
```

For the highest occupied orbital energy, the calculation gives -11.346 eV. As for the orbital gap: 12.51 eV. The SMILES is CCC.CC. For the energy relative to the best compared isomer or geometry (same formula, charge and spin), the calculation gives 38.5 kJ/mol. The value obtained for the LUMO energy is 1.16 eV.